Here is an isolated molecule of C19H31N3O3S from the Open Molecules 2025 dataset. Energies are from wB97M-V/def2-TZVPD.

## Properties
Structure (SMILES)   CCCS(=O)(=O)N1CCC(C(=O)NCCN(CC)c2ccccc2)CC1
Charge   0
Spin multiplicity   1

CARTESIAN COORDINATES (ANGSTROEM)
C: 3.12 4.17 0.00
C: 3.72 3.25 1.05
C: 4.25 1.97 0.43
S: 2.87 0.94 -0.16
O: 1.84 0.92 0.85
O: 2.48 1.36 -1.47
N: 3.65 -0.55 -0.29
C: 3.55 -1.38 0.90
C: 2.17 -2.01 1.06
C: 1.70 -2.71 -0.22
C: 0.23 -3.10 -0.04
O: -0.14 -4.25 0.08
N: -0.60 -2.04 -0.01
C: -2.01 -2.13 0.27
C: -2.42 -1.08 1.32
N: -2.67 0.24 0.80
C: -1.52 1.10 0.57
C: -1.16 1.25 -0.91
C: -3.91 0.59 0.30
C: -4.92 -0.36 0.13
C: -6.17 0.01 -0.33
C: -6.46 1.32 -0.64
C: -5.47 2.27 -0.47
C: -4.22 1.92 -0.01
C: 1.92 -1.84 -1.46
C: 3.35 -1.29 -1.50
H: 3.89 4.50 -0.70
H: 2.35 3.65 -0.55
H: 2.69 5.05 0.47
H: 2.95 2.98 1.78
H: 4.53 3.76 1.59
H: 4.87 2.15 -0.44
H: 4.78 1.36 1.15
H: 4.32 -2.15 0.81
H: 3.78 -0.75 1.76
H: 2.19 -2.72 1.89
H: 1.48 -1.21 1.32
H: 2.27 -3.64 -0.34
H: -0.22 -1.11 -0.10
H: -2.20 -3.14 0.64
H: -2.59 -1.97 -0.65
H: -3.32 -1.42 1.84
H: -1.63 -1.01 2.07
H: -1.71 2.09 1.00
H: -0.67 0.69 1.11
H: -1.22 0.29 -1.42
H: -1.84 1.93 -1.42
H: -0.14 1.63 -1.01
H: -4.75 -1.41 0.33
H: -6.93 -0.76 -0.46
H: -7.44 1.60 -1.00
H: -5.67 3.31 -0.70
H: -3.48 2.69 0.11
H: 1.25 -0.98 -1.46
H: 1.72 -2.43 -2.36
H: 4.08 -2.10 -1.59
H: 3.46 -0.60 -2.33

---

Here is an isolated molecule of C19H31N3O4 at a distorted geometry from the Open Molecules 2025 dataset. Energies are from wB97M-V/def2-TZVPD.

## Properties
Structure (SMILES)   C=C(C)CC(=O)N[C@H]1C[C@H]2CC[C@@H]([C@H]1C)N2C(=O)C(C)(C)NC(=O)OC
Charge   0
Spin multiplicity   1

CARTESIAN COORDINATES (ANGSTROEM)
C: 2.77 -0.98 -8.44
C: 2.23 0.24 -8.38
C: 0.77 0.49 -8.60
C: 3.06 1.45 -8.03
C: 2.93 1.93 -6.59
O: 3.22 3.07 -6.27
N: 2.51 0.98 -5.71
C: 2.34 1.25 -4.29
C: 0.86 1.16 -3.87
C: 0.45 -0.25 -3.44
C: 0.69 -1.31 -4.53
C: 2.14 -1.80 -4.29
C: 2.62 -0.99 -3.07
C: 3.25 0.36 -3.41
C: 4.65 0.21 -3.99
N: 1.35 -0.74 -2.39
C: 1.14 -0.42 -1.07
O: 0.62 0.62 -0.73
C: 1.60 -1.41 0.02
C: 0.30 -1.91 0.67
C: 2.42 -2.60 -0.46
N: 2.36 -0.58 0.97
C: 2.96 -1.07 2.07
O: 3.11 -2.24 2.35
O: 3.47 -0.05 2.82
C: 4.17 -0.49 3.98
H: 3.83 -1.14 -8.28
H: 2.16 -1.85 -8.67
H: 0.63 1.17 -9.45
H: 0.23 -0.43 -8.80
H: 0.33 0.99 -7.74
H: 4.12 1.26 -8.20
H: 2.78 2.30 -8.65
H: 2.34 0.06 -6.08
H: 2.67 2.28 -4.17
H: 0.69 1.83 -3.03
H: 0.24 1.50 -4.70
H: -0.57 -0.25 -3.06
H: -0.02 -2.13 -4.41
H: 0.52 -0.89 -5.53
H: 2.15 -2.86 -4.06
H: 2.80 -1.67 -5.15
H: 3.30 -1.57 -2.45
H: 3.34 0.89 -2.45
H: 4.65 -0.37 -4.92
H: 5.08 1.19 -4.22
H: 5.30 -0.30 -3.28
H: -0.28 -2.49 -0.05
H: 0.56 -2.56 1.51
H: -0.29 -1.07 1.02
H: 2.01 -2.97 -1.40
H: 3.47 -2.34 -0.60
H: 2.39 -3.39 0.27
H: 2.14 0.41 0.96
H: 4.50 0.42 4.48
H: 3.51 -1.06 4.64
H: 5.02 -1.11 3.72

---

Here is an isolated molecule of C19H31NO2 from the Open Molecules 2025 dataset. Energies are from wB97M-V/def2-TZVPD.

## Properties
Structure (SMILES)   Cc1cc(C(C)(C)C)ccc1OCCOCCN1CCCC1
Charge   0
Spin multiplicity   1

CARTESIAN COORDINATES (ANGSTROEM)
C: 2.62 3.22 -0.89
C: 2.32 1.79 -0.55
C: 3.34 0.88 -0.30
C: 3.08 -0.45 0.01
C: 4.18 -1.46 0.31
C: 4.09 -2.61 -0.70
C: 4.00 -2.00 1.73
C: 5.58 -0.85 0.20
C: 1.75 -0.85 0.06
C: 0.72 0.04 -0.19
C: 0.99 1.37 -0.49
O: 0.05 2.32 -0.77
C: -1.31 2.05 -0.54
C: -1.67 2.12 0.95
O: -3.04 1.86 1.14
C: -3.38 0.70 1.85
C: -2.95 -0.64 1.22
N: -3.03 -0.65 -0.23
C: -2.69 -1.95 -0.79
C: -3.99 -2.80 -0.80
C: -5.11 -1.75 -0.72
C: -4.36 -0.41 -0.77
H: 2.25 3.45 -1.89
H: 3.69 3.41 -0.85
H: 2.11 3.88 -0.20
H: 4.35 1.24 -0.35
H: 4.19 -2.24 -1.71
H: 4.88 -3.34 -0.52
H: 3.13 -3.13 -0.63
H: 4.79 -2.71 1.97
H: 4.04 -1.18 2.45
H: 3.04 -2.50 1.85
H: 5.77 -0.47 -0.80
H: 6.33 -1.62 0.42
H: 5.71 -0.05 0.92
H: 1.50 -1.87 0.29
H: -0.30 -0.32 -0.16
H: -1.62 1.08 -0.95
H: -1.85 2.84 -1.07
H: -1.05 1.41 1.51
H: -1.46 3.13 1.32
H: -2.97 0.73 2.87
H: -4.47 0.74 1.93
H: -3.56 -1.43 1.70
H: -1.90 -0.83 1.47
H: -1.89 -2.43 -0.23
H: -2.35 -1.79 -1.82
H: -4.05 -3.40 -1.70
H: -4.02 -3.47 0.06
H: -5.67 -1.84 0.21
H: -5.82 -1.84 -1.55
H: -4.86 0.40 -0.24
H: -4.23 -0.09 -1.81

---

Number 1: calculated total energy -41654.6389 eV. Number 2: calculated total energy -32867.9645 eV. Number 3: calculated total energy -25790.5717 eV.